C5H41N3O13 | the ωB97M-V functional and the def2-TZVPD basis

Each line ends with the natural charge from an NBO analysis.
Positions of all 62 atoms, in Å:
N  -4.0656  0.1308  0.6365  -0.8057
C  -2.7203  0.1522  1.2971  -0.2417
C  -1.7645  -1.0479  1.3352  -0.2496
N  -1.0672  -1.3853  0.0918  -0.6587
C  -0.9141  -3.8602  0.5323  -0.6263
C  -0.0834  -2.5182  0.3358  -0.0624
C  0.6057  -2.6953  -0.9845  -0.2019
N  2.0781  -2.5444  -0.8354  -0.8581
H  -4.0645  0.2775  -0.2255  0.3347
H  -4.5206  -0.7246  0.8641  0.3483
H  -2.2809  1.0702  0.7868  0.1806
H  -3.0186  0.3829  2.3340  0.2036
H  -1.0007  -0.6827  2.0479  0.2016
H  -2.3080  -2.0344  1.7857  0.1719
H  -1.6126  -1.4176  -0.6927  0.3677
H  -1.4824  -4.0538  -0.3766  0.2085
H  -1.5775  -3.9196  1.4162  0.2134
H  -0.2246  -4.7053  0.7614  0.2097
H  0.4623  -2.3529  1.1378  0.1979
H  0.3892  -3.5625  -1.5663  0.1873
H  0.2724  -1.8725  -1.7378  0.1808
H  2.5435  -2.9049  -1.7016  0.3618
H  2.4985  -3.1662  -0.2282  0.3541
H  1.5558  1.2740  -2.0122  0.4704
H  0.2001  0.7312  -2.4134  0.4868
O  1.1152  0.6396  -2.5149  -0.9669
H  -0.2064  3.3942  -2.1656  0.4836
H  -1.3333  4.3634  -1.8462  0.4916
O  -0.9778  3.7737  -2.5702  -0.9635
H  0.4984  0.2716  0.2340  0.5094
H  -0.2626  1.3921  0.7708  0.4852
O  0.3748  1.3076  0.0472  -1.0052
H  2.4694  -0.2100  -0.4264  0.4944
H  2.2640  0.8677  0.5972  0.4934
O  2.9681  0.5339  -0.0878  -0.9987
H  -1.1188  2.1034  -3.1409  0.4915
H  -1.0233  0.7858  -3.9762  0.4707
O  -1.5289  1.3226  -3.4773  -0.9715
H  -4.6559  0.1370  -2.7519  0.4738
H  -3.6847  -1.0030  -2.5256  0.4637
O  -4.5151  -0.7510  -2.7403  -0.9352
H  4.7045  0.3317  2.3571  0.4714
H  3.9761  -0.4534  1.3409  0.4971
O  4.2309  -0.4499  2.2393  -0.9591
H  2.5452  2.3356  -0.7335  0.4881
H  4.1101  2.5133  -0.4735  0.4793
O  3.3002  2.8900  -0.3623  -0.9719
H  0.3849  -0.2726  3.9570  0.5028
H  -0.1899  -0.2693  5.4292  0.4799
O  -0.4645  -0.1770  4.5418  -0.9776
H  -1.3140  2.4292  3.6446  0.4692
H  -0.3338  1.2916  3.7482  0.4768
O  -0.3808  2.1973  3.6289  -0.9725
H  0.1114  3.3814  0.0252  0.4864
H  1.4955  4.0861  -0.3463  0.5059
O  0.5345  4.0744  -0.5251  -0.9829
H  0.7883  -1.2625  -3.5847  0.4623
H  1.5667  -0.4455  -4.4646  0.4799
O  0.8645  -1.1207  -4.5465  -0.9424
H  2.4483  -0.0924  2.9023  0.5136
H  1.7477  1.2115  2.4956  0.4933
O  1.5910  0.3023  2.7123  -0.9906

charge	0
2S+1	1
energy above the lowest of the compared OMol25 structures with the same formula, charge and spin	159.2	kcal per mole
frontier orbital gap	9.45	eV

---

C5H4AuNO5 | the ωB97M-V functional and the def2-TZVPD basis

Each line ends with the Mulliken spin population.
Positions of all 16 atoms, in Å:
O  -0.4788  -0.3023  -2.8872  -0.0011
C  0.2613  0.0713  -2.0881  0.1163
Au  1.1655  0.8555  -0.5914  0.3906
O  3.9914  -0.2775  -1.2081  0.0065
C  2.9319  -0.0292  -0.8360  0.1089
C  -2.9318  -0.0819  -0.0142  0.7423
O  -2.1449  0.0589  0.8188  0.2186
C  0.1081  -2.4919  -0.0176  0.0036
O  -0.5517  -3.4164  -0.1216  0.0006
C  0.0346  2.4398  -0.1102  0.1201
O  -0.4771  3.4559  0.0089  0.0087
H  -3.7916  -0.1892  -0.6806  0.0067
N  0.5221  0.0664  1.6854  0.3137
H  -0.3939  0.4199  1.9862  -0.0131
H  1.2593  0.3773  2.3257  -0.0109
H  0.4954  -0.9566  1.7299  -0.0115

charge	+2
2S+1	3
energy above the lowest of the compared OMol25 structures with the same formula, charge and spin	11.4	kcal per mole
frontier orbital gap (alpha / beta)	3.81 / 7.18	eV

---

C5H4Br2FN | the ωB97M-V functional and the def2-TZVPD basis

Each line ends with the natural charge from an NBO analysis.
Positions of all 13 atoms, in Å:
F  2.6029  0.7327  -0.2049  -0.2786
C  1.4129  1.0964  0.0496  0.6784
Br  1.2553  1.7485  1.9544  -0.0469
N  0.5636  1.1644  -0.8237  -0.4824
C  -0.7837  1.2069  -0.6972  -0.0161
C  -1.4571  0.0977  -0.3840  -0.2575
C  -0.7886  -1.1796  -0.1661  -0.2343
C  0.3080  -1.3159  0.6002  -0.2676
Br  1.2190  -2.9815  0.5267  0.0184
H  -1.4437  2.1014  -0.9838  0.2273
H  -2.4475  -0.0229  -0.3803  0.2101
H  -1.2306  -1.8841  -0.8412  0.2284
H  0.7894  -0.7640  1.3503  0.2209

charge	0
SMILES string	F/C(Br)=N/C=C\C=C\Br
2S+1	1
energy above the lowest of the compared OMol25 structures with the same formula, charge and spin	2.5	kcal per mole
frontier orbital gap	8.86	eV

---

Number 1: maximum force 9.76 eV/Å. Number 2: maximum force 8.37 eV/Å. Number 3: maximum force 3.94 eV/Å.